Formula: C51H51AuGeN6OTe
Source: the OMol25 dataset
Level of theory: the ωB97M-V functional and the def2-TZVPD basis

The geometry in ORCA input format:
```
! wB97M-V def2-TZVPD RIJCOSX def2/J DEFGRID3
* xyz 2 3
Au 0.499 -0.070 0.094
N -2.239 3.650 -1.045
C -1.658 2.495 -1.339
N -1.653 1.455 -0.537
C -2.260 1.574 0.662
N -2.194 0.583 1.565
N -1.457 -0.445 1.228
C -1.688 -1.656 1.549
C -0.719 -2.706 1.194
C -0.836 -3.975 1.717
C 0.082 -4.942 1.323
C 1.066 -4.600 0.417
C 1.117 -3.295 -0.061
N 0.244 -2.367 0.318
C -2.953 2.774 1.043
C -3.620 2.931 2.271
C -4.223 4.124 2.568
C -4.169 5.193 1.653
C -3.520 5.064 0.450
C -2.914 3.845 0.148
H -2.189 4.403 -1.719
H -1.167 2.425 -2.304
H -2.624 -1.905 2.041
H -1.629 -4.204 2.418
H 0.019 -5.947 1.718
H 1.788 -5.326 0.069
H 1.882 -2.984 -0.763
H -3.646 2.101 2.964
H -4.742 4.250 3.509
H -4.645 6.133 1.901
H -3.483 5.886 -0.256
C 0.136 3.532 2.937
C 0.573 2.137 2.541
O 0.597 1.929 1.272
N 0.863 1.373 3.564
Te 1.513 -0.471 3.350
C 1.240 -1.085 5.355
C 2.023 -2.177 5.761
C 2.948 -2.955 4.854
C 1.925 -2.595 7.083
C 1.067 -1.986 7.982
C 0.994 -2.434 9.416
C 0.248 -0.963 7.515
C 0.293 -0.497 6.208
C -0.707 0.573 5.820
C 3.594 -0.105 3.348
C 4.176 0.753 4.287
C 3.461 1.408 5.446
C 5.550 0.970 4.181
C 6.334 0.367 3.212
C 7.814 0.634 3.122
C 5.717 -0.504 2.314
C 4.356 -0.758 2.362
C 3.770 -1.732 1.367
H -0.118 4.117 2.055
H 0.940 4.026 3.482
H -0.724 3.470 3.605
H 2.500 -3.148 3.874
H 3.166 -3.927 5.290
H 3.897 -2.442 4.695
H 2.532 -3.433 7.409
H 1.569 -3.344 9.580
H -0.038 -2.619 9.715
H 1.391 -1.662 10.079
H -0.473 -0.514 8.192
H -1.515 0.584 6.548
H -1.142 0.401 4.835
H -0.254 1.562 5.791
H 2.398 1.557 5.281
H 3.905 2.382 5.650
H 3.588 0.798 6.345
H 6.017 1.638 4.900
H 8.159 1.252 3.950
H 8.056 1.150 2.190
H 8.379 -0.299 3.133
H 6.314 -1.002 1.556
H 4.527 -2.055 0.654
H 2.960 -1.286 0.785
H 3.374 -2.624 1.860
C 3.448 2.208 0.198
Ge 2.338 1.275 -1.089
C 3.393 -0.138 -1.935
C 4.782 0.018 -1.935
C 5.598 -0.947 -2.514
C 5.042 -2.087 -3.077
C 3.664 -2.261 -3.073
C 2.846 -1.294 -2.502
C 1.650 2.565 -2.355
C 2.043 3.870 -2.181
C 1.719 4.867 -3.134
C 0.987 4.541 -4.235
C 0.514 3.215 -4.433
C -0.289 2.879 -5.552
C -0.785 1.619 -5.704
C -0.509 0.630 -4.731
C 0.276 0.924 -3.654
C 0.834 2.217 -3.479
H 4.275 2.690 -0.328
H 3.855 1.506 0.925
H 2.866 2.961 0.725
H 5.238 0.898 -1.494
H 6.672 -0.805 -2.526
H 5.683 -2.836 -3.526
H 3.228 -3.144 -3.527
H 1.772 -1.442 -2.512
H 2.638 4.151 -1.320
H 2.069 5.881 -2.990
H 0.746 5.296 -4.976
H -0.508 3.647 -6.286
H -1.398 1.374 -6.562
H -0.923 -0.364 -4.845
H 0.461 0.168 -2.901
*
```

Molar mass in Da: 1161.187
Orbital gap (alpha / beta) in eV: 6.0 / 4.3
E_tot in eV: -132189.3091

---

Formula: C4H5ClN2
Source: the OMol25 dataset
Level of theory: the ωB97M-V functional and the def2-TZVPD basis

The geometry in ORCA input format:
```
! wB97M-V def2-TZVPD RIJCOSX def2/J DEFGRID3
* xyz 0 1
C -0.186 1.352 0.185
N -0.644 -0.074 0.125
C -0.015 -1.223 0.401
C -0.891 -2.254 0.311
N -2.119 -1.739 -0.128
C -1.943 -0.427 -0.186
Cl -3.091 0.717 -0.293
H -1.035 1.891 -0.188
H -0.034 1.568 1.281
H 0.574 1.552 -0.507
H 1.020 -1.306 0.900
H -0.724 -3.300 0.574
*
```

Molar mass in Da: 116.551
Orbital gap in eV: 9.3
SMILES: Cn1ccnc1Cl
Relative energy (zero: lowest compared OMol25 entry of this formula, charge and spin) in kJ/mol: 102.71
E_tot in eV: -19730.8803

---

Formula: C6H15BCuO2
Source: the OMol25 dataset
Level of theory: the ωB97M-V functional and the def2-TZVPD basis

The geometry in ORCA input format:
```
! wB97M-V def2-TZVPD RIJCOSX def2/J DEFGRID3
* xyz 2 2
C 1.398 -1.945 -0.005
C 2.048 -0.563 -0.270
C 1.611 0.531 0.726
C 0.539 1.571 0.268
C -0.066 1.395 -1.143
B -1.199 0.381 -1.389
C -2.187 -0.194 -0.222
O -3.289 0.701 0.005
O -4.127 0.204 0.910
H 0.942 -2.359 -0.901
H 2.180 -2.658 0.326
H 0.616 -1.886 0.781
H 1.961 -0.278 -1.312
H 3.110 -0.725 -0.093
H 2.487 1.094 1.036
H 1.250 0.029 1.640
H -0.270 1.635 0.999
H 1.019 2.547 0.289
H -0.551 2.353 -1.406
H 0.730 1.290 -1.879
H -1.397 -0.012 -2.490
H -2.615 -1.147 -0.576
H -1.725 -0.409 0.744
H -4.321 0.953 1.526
Cu 1.854 -2.506 2.437
*
```

Molar mass in Da: 193.542
Orbital gap (alpha / beta) in eV: 8.5 / 5.7
Relative energy (zero: lowest compared OMol25 entry of this formula, charge and spin) in kJ/mol: 21.74
E_tot in eV: -55851.4866

---

Formula: C6H15NO
Source: the OMol25 dataset
Level of theory: the ωB97M-V functional and the def2-TZVPD basis

The geometry in ORCA input format:
```
! wB97M-V def2-TZVPD RIJCOSX def2/J DEFGRID3
* xyz 0 1
C -2.358 -0.577 0.102
C -1.226 -0.344 -0.899
N -0.382 0.810 -0.569
C 0.700 0.866 -1.599
C 2.047 0.836 -0.883
C 1.748 0.904 0.608
C 0.210 0.846 0.757
H -2.082 -1.334 0.836
H -3.254 -0.982 -0.387
H -2.757 0.285 0.628
H -0.658 -1.297 -0.925
H -1.618 -0.285 -1.913
H 0.584 1.805 -2.151
H 0.597 0.066 -2.334
H 2.712 1.640 -1.199
H 2.637 -0.048 -1.152
H 2.260 1.779 1.030
H 2.201 0.140 1.247
H -0.131 1.799 1.199
H -0.041 0.116 1.529
O -0.531 -2.553 1.880
H -0.241 -2.013 1.144
H 0.010 -2.220 2.614
*
```

Molar mass in Da: 117.192
Orbital gap in eV: 9.2
SMILES: CCN1CCCC1.O
Relative energy (zero: lowest compared OMol25 entry of this formula, charge and spin) in kJ/mol: 186.03
E_tot in eV: -10001.8291

---

Formula: C3H6O2S
Source: the OMol25 dataset
Level of theory: the ωB97M-V functional and the def2-TZVPD basis

The geometry in ORCA input format:
```
! wB97M-V def2-TZVPD RIJCOSX def2/J DEFGRID3
* xyz 0 3
C -1.195 -0.760 0.104
C 0.867 1.089 0.186
C 0.605 -0.266 -0.422
O -3.662 -0.238 0.307
O 1.369 -1.313 0.053
S -2.381 0.304 -0.168
H -1.241 -1.731 0.555
H 0.838 1.036 1.270
H 0.119 1.800 -0.152
H 1.851 1.452 -0.118
H 0.526 -0.249 -1.512
H 2.303 -1.125 -0.102
*
```

Molar mass in Da: 106.146
Orbital gap (alpha / beta) in eV: 7.4 / 8.0
Relative energy (zero: lowest compared OMol25 entry of this formula, charge and spin) in kJ/mol: 106.41
E_tot in eV: -18133.1085

---

Formula: C27H40N3O2P3Pt
Source: the OMol25 dataset
Level of theory: the ωB97M-V functional and the def2-TZVPD basis

The geometry in ORCA input format:
```
! wB97M-V def2-TZVPD RIJCOSX def2/J DEFGRID3
* xyz 4 5
P -2.629 1.275 1.801
C -2.020 2.918 2.298
H -2.676 3.352 3.065
H -1.965 3.597 1.437
H -1.007 2.802 2.711
C -4.201 1.545 0.934
H -4.707 0.581 0.778
H -3.985 1.997 -0.046
H -4.846 2.216 1.516
C -3.129 0.533 3.388
H -3.917 1.134 3.860
H -2.255 0.483 4.051
H -3.495 -0.489 3.226
P 0.768 -3.258 1.234
C 2.238 -2.285 1.676
H 3.023 -2.935 2.084
H 1.971 -1.530 2.422
H 2.605 -1.784 0.775
C 0.179 -4.038 2.774
H -0.677 -4.692 2.577
H -0.126 -3.252 3.475
H 0.979 -4.630 3.234
C 1.331 -4.645 0.198
H 1.913 -5.359 0.793
H 1.953 -4.246 -0.609
H 0.468 -5.157 -0.242
P -0.242 -0.712 -3.281
C 1.156 0.251 -3.862
H 1.143 0.258 -4.965
H 2.093 -0.202 -3.505
H 1.087 1.284 -3.493
C -0.492 -2.192 -4.269
H -0.575 -1.905 -5.327
H -1.406 -2.717 -3.964
H 0.370 -2.864 -4.136
C -1.722 0.288 -3.146
H -2.049 0.546 -4.164
H -1.469 1.194 -2.584
H -2.517 -0.258 -2.622
Pt -1.231 -2.273 0.008
C -0.933 -0.614 1.119
O -0.140 -0.029 1.771
C 0.080 -1.413 -1.537
O 1.282 -1.463 -1.273
C -2.154 -3.907 -1.167
C -2.792 -2.700 -1.569
C -3.498 -1.924 -0.642
C -3.316 -2.190 0.729
C -2.752 -3.426 1.151
C -2.245 -4.319 0.182
H -1.615 -4.523 -1.899
H -2.763 -2.425 -2.622
H -4.068 -1.051 -0.952
H -3.680 -1.484 1.481
H -2.718 -3.687 2.211
H -1.819 -5.269 0.488
N 7.750 6.100 1.305
C 6.744 5.558 1.050
C 5.500 4.903 0.740
C 5.467 3.525 0.474
C 4.256 2.894 0.173
C 3.078 3.653 0.128
C 3.102 5.027 0.399
C 4.316 5.649 0.706
N 1.859 3.043 -0.216
C 0.640 3.693 -0.422
C -0.266 2.710 -0.763
N 0.361 1.489 -0.771
C 1.626 1.697 -0.442
H 6.392 2.949 0.499
H 4.230 1.825 -0.037
H 2.183 5.613 0.374
H 4.339 6.718 0.916
H 0.511 4.751 -0.343
H -1.310 2.830 -0.989
H 2.414 0.966 -0.350
*
```

Molar mass in Da: 726.636
Orbital gap (alpha / beta) in eV: 6.2 / 4.8
Relative energy (zero: lowest compared OMol25 entry of this formula, charge and spin) in kJ/mol: 0.00
E_tot in eV: -68281.9640

---

Formula: C22H40IInO5P
Source: the OMol25 dataset
Level of theory: the ωB97M-V functional and the def2-TZVPD basis

The geometry in ORCA input format:
```
! wB97M-V def2-TZVPD RIJCOSX def2/J DEFGRID3
* xyz -1 1
C 5.139 0.290 0.666
O 4.062 -0.582 1.005
C 3.314 -0.976 -0.153
C 1.912 -1.443 0.350
C 1.149 -2.337 -0.688
C -0.070 -1.633 -1.364
C -1.397 -1.690 -0.527
C -1.585 -0.494 0.467
C -3.026 0.110 0.474
C -3.518 0.595 -0.925
C -3.261 2.122 -1.217
In -1.436 2.521 -2.499
C -1.604 4.654 -3.293
C 0.342 2.484 -1.112
C 1.676 3.034 -1.726
C 2.854 2.634 -0.737
I 3.153 4.157 0.816
P -1.242 1.030 -4.540
C 0.532 0.515 -4.923
C -2.308 -0.521 -4.449
H 5.183 0.551 -0.409
H 6.086 -0.200 0.997
H 5.029 1.220 1.266
H 3.243 -0.157 -0.905
H 3.886 -1.803 -0.645
H 1.321 -0.520 0.519
H 2.051 -2.022 1.284
H 1.873 -2.580 -1.508
H 0.867 -3.326 -0.262
H 0.204 -0.603 -1.679
H -0.277 -2.189 -2.309
H -1.462 -2.631 0.070
H -2.219 -1.772 -1.274
H -1.405 -0.906 1.491
H -0.849 0.328 0.346
H -3.712 -0.719 0.788
H -3.153 0.891 1.259
H -3.069 0.005 -1.748
H -4.618 0.397 -0.970
H -3.093 2.668 -0.251
H -4.187 2.584 -1.640
H -0.633 5.194 -3.225
H -2.436 5.219 -2.822
H -1.845 4.611 -4.386
H 0.542 1.419 -0.840
H 0.042 3.040 -0.190
H 1.621 4.134 -1.840
H 1.891 2.498 -2.675
H 3.799 2.384 -1.260
H 2.556 1.724 -0.174
H 1.186 0.383 -4.036
H 0.932 1.258 -5.645
H 0.484 -0.480 -5.432
H -3.393 -0.317 -4.495
H -2.060 -1.176 -5.321
H -2.061 -1.108 -3.533
C -0.848 -1.361 6.436
C -0.335 -0.912 5.287
C 0.037 -1.842 4.181
O 0.482 -1.386 3.149
C -0.152 -3.278 4.397
C -0.661 -3.725 5.546
C -1.058 -2.793 6.642
O -1.535 -3.249 7.665
O -0.845 -5.040 5.775
O -0.130 0.397 5.071
H -1.123 -0.698 7.244
H 0.137 -3.943 3.595
H -1.224 -5.094 6.669
H 0.243 0.457 4.172
*
```

Molar mass in Da: 657.253
Orbital gap in eV: 3.6
Relative energy (zero: lowest compared OMol25 entry of this formula, charge and spin) in kJ/mol: 109.57
E_tot in eV: -56261.3304

---

Formula: C37H32N3NiO4P2
Source: the OMol25 dataset
Level of theory: the ωB97M-V functional and the def2-TZVPD basis

The geometry in ORCA input format:
```
! wB97M-V def2-TZVPD RIJCOSX def2/J DEFGRID3
* xyz 1 1
Ni -0.451 -0.084 -0.505
O -0.517 1.226 1.321
C -0.294 2.043 2.181
C 0.954 2.788 2.426
C 1.027 3.460 3.644
C 2.174 4.139 3.987
C 3.275 4.178 3.152
C 3.207 3.527 1.934
C 2.054 2.848 1.567
O 2.002 2.171 0.383
N 2.231 4.836 5.285
O 1.251 4.767 5.994
O 3.268 5.396 5.566
H -1.074 2.267 2.933
H 0.192 3.446 4.331
H 4.162 4.712 3.461
H 4.051 3.542 1.257
C 3.717 -1.248 -1.285
N 2.648 -0.448 -0.646
P 1.161 0.302 -1.668
C 1.479 -0.502 -3.272
C 2.583 -0.267 -4.099
C 2.719 -0.941 -5.300
C 1.751 -1.856 -5.700
C 0.645 -2.087 -4.899
C 0.512 -1.411 -3.694
C 1.837 1.987 -1.941
C 1.823 2.585 -3.201
C 2.020 3.949 -3.358
C 2.205 4.748 -2.244
C 2.207 4.192 -0.971
C 2.030 2.827 -0.836
P 1.768 -1.070 0.863
C 3.019 -2.263 1.457
C 3.103 -3.620 1.141
C 4.099 -4.408 1.694
C 5.029 -3.855 2.567
C 4.950 -2.512 2.900
C 3.943 -1.726 2.357
C 0.422 -2.033 0.133
C 0.525 -3.013 -0.893
C -0.557 -3.769 -1.248
C -1.794 -3.602 -0.593
C -1.915 -2.684 0.414
C -0.819 -1.874 0.784
H 4.270 -0.625 -1.983
H 3.283 -2.083 -1.827
H 4.400 -1.626 -0.526
H 3.331 0.463 -3.818
H 3.577 -0.749 -5.931
H 1.859 -2.378 -6.642
H -0.115 -2.792 -5.211
H -0.337 -1.602 -3.052
H 1.625 1.981 -4.076
H 2.008 4.384 -4.347
H 2.341 5.815 -2.353
H 2.328 4.830 -0.107
H 3.100 0.391 -0.285
H 2.379 -4.078 0.479
H 4.149 -5.461 1.448
H 5.803 -4.477 2.997
H 5.658 -2.079 3.594
H 3.863 -0.682 2.643
H 1.463 -3.159 -1.410
H -0.461 -4.509 -2.033
H -2.638 -4.219 -0.871
H -2.856 -2.569 0.937
H -0.884 -1.278 1.687
C -5.149 0.505 -1.462
C -4.654 0.817 -0.207
C -3.305 0.635 0.045
N -2.447 0.169 -0.869
C -2.936 -0.133 -2.077
C -4.270 0.017 -2.414
H -6.197 0.639 -1.692
H -5.298 1.198 0.573
H -2.884 0.860 1.016
H -2.226 -0.507 -2.800
H -4.604 -0.243 -3.408
*
```

Molar mass in Da: 703.321
Orbital gap in eV: 6.6
E_tot in eV: -111160.4772

---

Formula: C17H11BF14FeN3
Source: the OMol25 dataset
Level of theory: the ωB97M-V functional and the def2-TZVPD basis

The geometry in ORCA input format:
```
! wB97M-V def2-TZVPD RIJCOSX def2/J DEFGRID3
* xyz -1 5
Fe 12.583 6.454 8.556
C 12.574 5.498 11.583
N 12.557 4.855 10.259
C 11.236 4.139 10.091
C 10.186 5.147 9.543
N 10.699 5.806 8.358
C 9.813 6.644 7.702
C 10.169 7.183 6.400
F 11.416 6.926 5.972
C 9.492 8.130 5.770
F 10.042 8.812 4.749
C 8.249 8.569 6.267
F 7.607 9.572 5.662
C 7.822 8.026 7.460
F 6.615 8.409 7.917
C 8.594 7.132 8.194
F 8.070 6.776 9.373
C 13.727 3.997 10.036
C 14.917 4.785 9.548
N 14.452 5.782 8.556
C 15.324 6.191 7.607
C 16.584 6.761 7.985
F 16.840 7.023 9.283
C 17.487 7.198 7.036
F 18.649 7.630 7.591
C 17.268 7.144 5.617
F 18.164 7.425 4.644
C 15.974 6.740 5.294
F 15.528 6.756 4.007
C 15.079 6.214 6.225
F 13.886 5.719 5.776
H 12.460 4.800 12.354
H 11.776 6.189 11.632
H 13.526 6.052 11.679
H 11.039 3.690 11.097
H 11.357 3.306 9.425
H 10.014 5.863 10.398
H 9.275 4.567 9.244
H 13.523 3.218 9.293
H 14.031 3.533 11.041
H 15.659 4.147 9.071
H 15.411 5.307 10.403
F 13.019 8.224 7.968
B 12.387 8.988 9.073
F 13.258 9.699 9.767
F 11.172 9.555 8.679
F 12.109 7.812 9.920
*
```

Molar mass in Da: 589.925
Orbital gap (alpha / beta) in eV: 7.2 / 7.4
Relative energy (zero: lowest compared OMol25 entry of this formula, charge and spin) in kJ/mol: 124.40
E_tot in eV: -95392.1816

---

Formula: C8H21N6
Source: the OMol25 dataset
Level of theory: the ωB97M-V functional and the def2-TZVPD basis

The geometry in ORCA input format:
```
! wB97M-V def2-TZVPD RIJCOSX def2/J DEFGRID3
* xyz 1 1
C -1.241 -0.041 -0.695
C -1.249 -3.517 0.518
C 1.068 -0.919 -0.227
C -1.604 -4.132 -0.814
C 3.301 -1.062 -1.360
C 2.618 -2.396 0.668
C -1.658 4.207 -0.063
C -0.705 3.588 2.102
N 0.046 -0.314 -0.269
N -1.741 -0.889 -1.504
N -0.123 -3.105 0.810
N -1.822 1.067 -0.234
N 2.288 -1.356 -0.302
N -0.613 3.456 0.639
H -2.067 -3.363 1.166
H -2.679 -4.255 -0.832
H -1.125 -5.156 -0.864
H -1.257 -3.545 -1.778
H 3.516 0.075 -1.297
H 4.203 -1.594 -1.032
H 2.973 -1.434 -2.247
H 3.324 -1.903 1.397
H 1.781 -2.711 1.295
H 3.134 -3.153 0.267
H -1.665 3.842 -1.108
H -2.558 3.895 0.240
H -1.599 5.250 0.015
H 0.033 2.921 2.546
H -0.584 4.740 2.305
H -1.790 3.101 2.509
H -2.723 -0.600 -1.883
H -0.120 -2.815 1.870
H -1.108 1.718 0.292
H -2.681 1.472 -0.636
H 0.278 3.845 0.424
*
```

Molar mass in Da: 201.298
Orbital gap in eV: 8.7
Relative energy (zero: lowest compared OMol25 entry of this formula, charge and spin) in kJ/mol: 12.88
E_tot in eV: -17566.6473